# C16H33AsN2O4SSeTi

C16H33AsN2O4SSeTi as an isolated structure in a non-equilibrium geometry (ωB97M-V/def2-TZVPD, OMol25).

Last column: Löwdin charge in e.
Geometry (Å):
Se (0.0077, -2.7899, 0.0032)  0.792
As (-0.0716, 5.7736, -0.0799)  0.738
Ti (0.2239, 1.2173, 0.2045)  0.716
S (0.3490, 3.7111, 0.3110)  0.191
O (-1.7680, 0.7180, 0.0156)  -0.270
O (0.3518, 0.6905, -1.7829)  -0.269
O (2.1362, 0.4762, 0.3314)  -0.259
O (0.0259, 0.5047, 2.1214)  -0.260
N (-0.4781, -5.3863, -1.1305)  -0.123
N (0.2058, -5.5107, 0.9108)  -0.123
C (1.4686, 6.6398, -0.8293)  -0.238
C (2.4729, -0.3096, -0.8451)  -0.124
C (2.3930, -0.0785, 1.6524)  -0.088
C (-1.3470, 0.0965, 2.3812)  -0.090
C (1.6706, 0.1593, -2.0869)  -0.091
C (0.0060, -6.8047, 0.4716)  -0.017
C (-0.8979, -4.8499, -2.4136)  -0.023
C (0.6764, -5.1349, 2.2326)  -0.022
C (-0.0926, -4.6458, -0.0756)  -0.674
C (-0.4214, -6.7270, -0.8040)  -0.017
C (1.1109, -0.4007, 2.4628)  -0.125
C (-1.5309, 5.9916, -1.3102)  -0.239
C (-0.5311, 6.6799, 1.5484)  -0.238
C (-2.0679, 0.3285, -1.3512)  -0.094
C (-0.8243, -0.0529, -2.1968)  -0.127
C (-2.1857, -0.1504, 1.1021)  -0.128
H (1.6444, -4.6428, 2.1587)  0.092
H (3.0103, 0.6599, 2.1586)  0.143
H (-0.1116, -4.2205, -2.8250)  0.085
H (-1.4199, 6.2175, 1.9719)  0.046
H (-0.6049, -1.1141, -2.0827)  0.054
H (-0.6894, -7.4947, -1.5070)  0.134
H (-1.8068, -4.2633, -2.2937)  0.092
H (-0.0385, -4.4612, 2.7006)  0.085
H (-2.4209, 5.5305, -0.8878)  0.044
H (1.2411, 7.6908, -1.0031)  0.052
H (2.9435, -1.0154, 1.5650)  0.143
H (-1.7714, 0.8902, 2.9915)  0.143
H (-0.7230, 7.7303, 1.3335)  0.052
H (-1.2762, 5.5068, -2.2501)  0.044
H (-3.2284, 0.0598, 1.3439)  0.147
H (1.5851, -0.7099, -2.7394)  0.143
H (0.1865, -7.6540, 1.1053)  0.134
H (1.7260, 6.1541, -1.7678)  0.046
H (2.2514, -1.3527, -0.6229)  0.055
H (0.7721, -6.0354, 2.8321)  0.099
H (-2.0714, -1.1821, 0.7707)  0.055
H (1.3487, -0.2883, 3.5212)  0.147
H (0.2968, 6.5881, 2.2481)  0.048
H (3.5329, -0.1819, -1.0677)  0.147
H (-1.3602, -0.8392, 2.9404)  0.143
H (-1.0463, 0.1849, -3.2379)  0.146
H (-2.7199, -0.5455, -1.3563)  0.143
H (-1.7068, 7.0536, -1.4764)  0.052
H (-2.5966, 1.1761, -1.7808)  0.141
H (0.7766, -1.4148, 2.2470)  0.053
H (2.1851, 0.9590, -2.6144)  0.142
H (-1.0879, -5.6802, -3.0874)  0.099
H (2.2978, 6.5486, -0.1313)  0.048

Its spin multiplicity is 3. The value obtained for the LUMO energy (spin up / spin down) is -4.201 / -4.319 eV. The calculation puts the energy relative to the best compared isomer or geometry (same formula, charge and spin) at 45.2 kcal/mol. Its charge is +2. Its expectation value of S² is 2.003. The HOMO energy (spin up / spin down) is -12.08 / -12.69 eV. As for the total energy: -188419.014 eV. Its HOMO-LUMO gap (spin up / spin down) is 7.88 / 8.38 eV.

=====

# C4H16NO3

A 3-piece molecular cluster, C4H16NO3 overall in a non-equilibrium geometry (ωB97M-V/def2-TZVPD, OMol25).

Last column: Löwdin charge in e.
Geometry (Å):
O (-2.5570, 2.1227, 3.0737)  -0.155
O (-1.6679, -0.4887, 1.2767)  0.010
O (2.4497, -1.7546, 1.1068)  0.276
N (0.0406, -0.1257, -0.9204)  0.021
C (-0.2985, 1.1572, -3.0424)  -0.071
C (-0.3164, -0.2079, -2.4480)  -0.184
C (1.9139, -0.4964, 0.7728)  -0.080
C (1.3966, -0.8420, -0.6830)  -0.053
H (-2.5530, -0.4044, 1.1118)  0.025
H (0.0958, -1.2099, -2.8371)  0.172
H (-0.7689, 1.8245, -2.1924)  0.129
H (-1.5079, 0.0966, 2.0113)  0.043
H (-1.3587, -0.4370, -2.3057)  0.114
H (1.4855, -1.9588, -0.9318)  0.181
H (-3.2999, 2.4719, 2.5357)  0.037
H (1.1900, -0.0829, 1.5358)  0.198
H (2.0411, -0.4112, -1.4797)  0.160
H (3.3891, -1.5619, 1.3587)  0.208
H (-0.7054, -0.7289, -0.3569)  0.182
H (-2.6250, 2.8510, 3.8972)  0.162
H (0.6216, 1.4755, -3.6753)  0.130
H (-1.2949, 1.1672, -3.6268)  0.126
H (0.2036, 0.8079, -0.5308)  0.160
H (2.8303, 0.2802, 0.6748)  0.211

Its spin multiplicity is 2. The value obtained for the LUMO energy (spin up / spin down) is -7.357 / -14.224 eV. The calculation puts the energy relative to the best compared isomer or geometry (same formula, charge and spin) at 104.5 kcal/mol. Its charge is +2. Its expectation value of S² is 0.754. The HOMO energy (spin up / spin down) is -16.95 / -16.95 eV. As for the total energy: -12016.987 eV. Its HOMO-LUMO gap (spin up / spin down) is 9.59 / 2.73 eV.

=====

# H18O9

A 9-piece molecular cluster, H18O9 overall in a non-equilibrium geometry (ωB97M-V/def2-TZVPD, OMol25).

Last column: Löwdin charge in e.
Geometry (Å):
O (-2.6456, -1.2856, 2.5978)  -0.027
O (2.7820, -2.0977, 3.2887)  -0.054
O (1.3300, 0.4923, -4.4932)  -0.134
O (1.7480, -0.5934, -0.7904)  -0.063
O (-0.0155, 1.8868, -1.1487)  -0.016
O (-0.1890, 1.4615, -3.5870)  -0.135
O (-0.4493, -0.6116, 0.2885)  -0.097
O (1.7793, 1.5696, 2.5611)  -0.015
O (-5.2779, -1.4823, 1.5982)  -0.016
H (-4.7310, -1.4907, 2.3882)  0.002
H (3.5457, -2.4100, 2.8446)  0.005
H (-1.7623, -1.5783, 2.6695)  0.019
H (1.0375, 1.3731, 1.9298)  0.052
H (-0.6315, 0.7259, -4.0652)  0.073
H (-4.7549, -1.2684, 0.8944)  -0.020
H (2.1892, -0.1276, -1.5413)  0.063
H (0.1656, -0.0146, -0.1149)  -0.059
H (-0.7136, -0.2314, 1.1957)  0.064
H (-0.4860, 2.7304, -1.0573)  0.074
H (-3.1853, -1.6852, 3.2804)  0.042
H (2.0323, 2.4122, 2.3966)  -0.032
H (2.7347, -1.1722, 2.9705)  0.037
H (1.1056, -0.2192, -3.8751)  0.047
H (1.9601, 1.0323, -3.8901)  0.108
H (0.8036, 1.9904, -0.8067)  -0.034
H (0.2604, 1.9511, -4.2911)  0.051
H (1.3681, -1.3573, -1.2430)  0.064

The value obtained for the LUMO energy is -0.180 eV. The calculation puts the energy relative to the best compared isomer or geometry (same formula, charge and spin) at 139.2 kcal/mol. The HOMO energy is -9.26 eV. As for the total energy: -18716.099 eV. Its HOMO-LUMO gap is 9.08 eV. As for the SMILES: O.O.O.O.O.O.O.O.O.

=====

# C4H11N2O

An isolated ion of composition C4H11N2O and charge -1 in a non-equilibrium geometry (ωB97M-V/def2-TZVPD, OMol25).

Last column: Löwdin charge in e.
Geometry (Å):
O (-0.5642, 1.2188, 3.0976)  -0.397
N (0.0728, -0.3525, -2.9351)  -0.029
N (1.2142, -0.6450, 1.1636)  0.015
C (0.4129, -0.5621, -1.4836)  -0.296
C (-0.8902, 0.4737, 2.0037)  -0.543
C (-0.5565, 0.0878, -0.5213)  -0.205
C (0.0982, 0.3182, 0.8757)  -0.397
H (-1.1938, -0.5301, 2.4663)  0.094
H (0.6585, 1.2619, 0.7268)  0.125
H (-0.8819, -0.0779, -3.0329)  0.032
H (-1.4774, -0.5153, -0.3727)  0.106
H (-1.8373, 0.8454, 1.5379)  0.075
H (-0.9259, 1.0421, -0.9050)  0.100
H (0.5245, -1.6198, -1.2569)  0.090
H (2.0504, -0.0773, 1.2463)  0.049
H (1.3568, -0.0405, -1.3654)  0.092
H (1.1332, -1.0281, 2.0986)  0.051
H (0.8056, 0.2009, -3.3437)  0.036

The value obtained for the LUMO energy is 3.857 eV. The calculation puts the energy relative to the best compared isomer or geometry (same formula, charge and spin) at 35.2 kcal/mol. Its charge is -1. The HOMO energy is -2.13 eV. As for the total energy: -9352.963 eV. Its HOMO-LUMO gap is 5.99 eV. As for the SMILES: NCC[C@H](N)C[O-].